1.
The following is a DFT calculation (ωB97M-V/def2-TZVPD) of the molecule C6H13N3 in a non-equilibrium geometry.

XYZ file:
```
22
C6H13N3, DFT ωB97M-V/def2-TZVPD
C -3.083 0.910 0.027
C -2.569 -0.496 0.140
C -1.458 -0.947 -0.751
N -0.229 -1.072 -0.494
N 0.232 -0.519 0.646
C 1.550 -0.026 0.552
C 1.988 0.868 -0.555
N 3.296 0.290 -0.471
C 2.733 -0.929 0.195
H -3.665 1.008 -0.895
H -2.246 1.718 0.041
H -3.870 1.155 0.781
H -3.379 -1.213 0.134
H -2.255 -0.493 1.215
H -1.920 -1.467 -1.573
H -0.262 0.405 0.860
H 1.965 0.504 1.389
H 1.471 0.487 -1.588
H 1.937 2.029 -0.569
H 3.865 0.781 0.158
H 2.531 -1.851 -0.387
H 3.366 -1.142 1.146
```

- charge = 0
- energy relative to the best compared isomer or geometry (same formula, charge and spin) (kcal per mole) = 96.06
- SMILES = CC/C=N\NC1CNC1
- 2S+1 = 1
- E_tot (eV) = -10899.247
- HOMO-LUMO gap (Eh) = 0.3332

=====

2.
The following is a DFT calculation (ωB97M-V/def2-TZVPD) of the molecule CH4O2 in a non-equilibrium geometry.

XYZ file:
```
7
CH4O2, DFT ωB97M-V/def2-TZVPD
O -1.117 -0.587 0.077
C -0.137 0.323 -0.028
O 1.244 -0.336 -0.018
H -0.947 -1.251 -0.637
H -0.192 1.027 -0.999
H -0.358 1.144 0.627
H 1.388 -0.823 0.759
```

- charge = 0
- energy relative to the best compared isomer or geometry (same formula, charge and spin) (kcal per mole) = 7.71
- SMILES = OCO
- 2S+1 = 1
- E_tot (eV) = -5195.690
- HOMO-LUMO gap (Eh) = 0.4232

=====

3.
The following is a DFT calculation (ωB97M-V/def2-TZVPD) of a structure of composition C52H61BClGaN3O5PS2.

XYZ file:
```
127
C52H61BClGaN3O5PS2, DFT ωB97M-V/def2-TZVPD
Ga 0.845 -0.504 -0.050
O 4.515 -2.293 0.317
C 3.462 -1.773 0.616
O 2.572 -1.324 -0.229
C 3.092 -1.570 2.091
P 1.279 -1.556 2.238
C 0.801 -3.301 2.245
C 1.644 -4.300 1.764
C 1.160 -5.592 1.589
C -0.162 -5.890 1.877
C -1.009 -4.897 2.358
C -0.532 -3.610 2.535
C 0.930 -0.891 3.885
C 0.683 -1.671 5.010
C 0.430 -1.060 6.230
C 0.423 0.325 6.333
C 0.664 1.109 5.211
C 0.905 0.502 3.988
H 3.458 -0.583 2.370
H 3.579 -2.312 2.716
H 2.675 -4.082 1.510
H 1.822 -6.358 1.202
H -0.542 -6.893 1.711
H -2.046 -5.126 2.577
H -1.188 -2.830 2.911
H 0.697 -2.752 4.934
H 0.238 -1.668 7.106
H 0.219 0.795 7.287
H 0.653 2.190 5.288
H 1.067 1.105 3.096
C 4.358 2.258 -3.647
C 3.696 1.215 -2.736
C 3.728 -0.170 -3.387
C 4.356 1.246 -1.366
C 5.671 0.813 -1.242
C 6.357 0.937 -0.046
C 5.743 1.525 1.047
C 4.426 1.967 0.974
C 3.806 2.717 2.148
C 4.000 2.028 3.503
C 4.401 4.134 2.218
C 3.736 1.799 -0.236
N 2.376 2.244 -0.314
B 1.140 1.504 -0.399
N 0.137 2.524 -0.553
C 0.759 3.774 -0.579
C 2.087 3.606 -0.437
C -1.274 2.411 -0.750
C -2.148 2.757 0.289
C -3.516 2.691 0.044
C -4.002 2.278 -1.187
C -3.119 1.942 -2.200
C -1.744 2.009 -2.006
C -0.811 1.741 -3.175
C -0.933 0.300 -3.680
C -1.070 2.737 -4.314
C -1.645 3.226 1.645
C -2.260 2.418 2.799
C -1.932 4.721 1.837
H 3.840 2.310 -4.610
H 5.404 1.999 -3.834
H 4.331 3.251 -3.189
H 2.652 1.500 -2.626
H 4.756 -0.507 -3.562
H 3.219 -0.134 -4.356
H 3.240 -0.914 -2.763
H 6.169 0.368 -2.097
H 7.379 0.583 0.032
H 6.302 1.645 1.968
H 2.734 2.804 1.971
H 5.055 1.825 3.704
H 3.454 1.086 3.571
H 3.631 2.679 4.302
H 5.464 4.080 2.473
H 3.892 4.733 2.981
H 4.317 4.655 1.261
H 0.197 4.690 -0.718
H 2.866 4.357 -0.423
H -4.212 2.968 0.830
H -5.073 2.232 -1.365
H -3.509 1.638 -3.166
H 0.213 1.888 -2.840
H -1.964 0.084 -3.989
H -0.659 -0.418 -2.905
H -0.279 0.152 -4.547
H -2.049 2.562 -4.771
H -0.308 2.631 -5.091
H -1.047 3.768 -3.948
H -0.564 3.082 1.677
H -3.334 2.621 2.889
H -1.792 2.699 3.749
H -2.121 1.348 2.642
H -3.012 4.901 1.873
H -1.517 5.318 1.019
H -1.498 5.075 2.777
C -5.933 -1.968 0.805
C -5.762 -1.602 -0.653
C -6.855 -1.071 -1.343
C -6.785 -0.763 -2.690
Cl -8.176 -0.095 -3.493
C -5.617 -0.988 -3.399
C -4.522 -1.490 -2.720
C -4.580 -1.786 -1.364
O -3.456 -2.364 -0.842
C -2.934 -1.913 0.399
C -1.614 -1.172 0.272
O -1.376 -0.267 1.092
O -0.756 -1.575 -0.602
H -6.986 -2.152 1.014
H -5.614 -1.153 1.461
H -5.371 -2.864 1.069
H -7.787 -0.918 -0.811
H -5.563 -0.763 -4.458
H -3.579 -1.658 -3.235
H -2.723 -2.800 0.998
H -3.611 -1.258 0.934
S 1.344 -3.732 -1.919
C -0.120 -4.193 -2.501
N -0.706 -3.740 -3.623
C -1.808 -4.523 -4.163
C -2.500 -5.117 -2.947
S -1.144 -5.418 -1.767
H -0.195 -3.081 -4.190
H -1.431 -5.317 -4.813
H -2.481 -3.892 -4.744
H -3.011 -6.053 -3.165
H -3.182 -4.412 -2.488
```

- charge = 0
- energy relative to the best compared isomer or geometry (same formula, charge and spin) (kcal per mole) = 0.00
- 2S+1 = 1
- E_tot (eV) = -166162.663
- HOMO-LUMO gap (Eh) = 0.3101

=====

Q: What is the E_tot in the second record?
A: -5195.690 eV

=====

Q: Which of these has the highest HOMO-LUMO gap?
A: CH4O2